## i
2 unconnected molecules or ions with the total composition C5H13NO2. Source: OMol25; level of theory: wB97M-V/def2-TZVPD.

Its LUMO energy is 0.9 eV. The calculation puts the HOMO energy at -0.35336 hartree. Its multiplicity is 1. The SMILES is CCC(N)=O.CCO. Its molecular weight is 119.164 g/mol. For the HOMO-LUMO gap, the calculation gives 10.5 eV.

Element x y z (Å)
O -0.52724 -0.05166 1.76531
O -1.28525 -1.54563 -0.69857
N -2.09061 0.48628 -1.11601
C -1.29945 -0.56739 -1.44427
C 1.03822 -0.08061 -2.45565
C -0.41745 -0.51895 -2.67720
C 0.02642 0.27958 2.96217
C 1.51359 0.47901 2.58237
H -0.34341 -1.43527 -3.06729
H -0.48862 1.05966 3.43577
H 1.65420 1.03268 1.71711
H -1.80582 1.42088 -1.15869
H -0.97204 0.16520 -3.34324
H -0.16071 -0.68322 3.63911
H -2.71884 0.34217 -0.25304
H 2.15919 1.11981 3.32112
H -0.61910 -0.97355 1.49771
H 1.69694 -0.43710 -3.22044
H 1.18876 0.95376 -2.32895
H 2.12340 -0.51468 2.31970
H 1.32783 -0.53095 -1.47701

How positive or negative is each atom? The natural (NBO) charges in e answer that: atom 1 (O): -0.761, atom 2 (O): -0.642, atom 3 (N): -0.830, atom 4 (C): 0.687, atom 5 (C): -0.595, atom 6 (C): -0.483, atom 7 (C): -0.048, atom 8 (C): -0.632, atom 9 (H): 0.228, atom 10 (H): 0.176, atom 11 (H): 0.209, atom 12 (H): 0.390, atom 13 (H): 0.204, atom 14 (H): 0.147, atom 15 (H): 0.407, atom 16 (H): 0.195, atom 17 (H): 0.505, atom 18 (H): 0.214, atom 19 (H): 0.203, atom 20 (H): 0.207, atom 21 (H): 0.218

=====

## ii
3 unconnected molecules or ions with the total composition C5H13NO2. Source: OMol25; level of theory: wB97M-V/def2-TZVPD.

Its LUMO energy is -2.1 eV. The calculation puts the HOMO energy at -0.27968 hartree. Its multiplicity is 1. Its molecular weight is 119.164 g/mol. For the HOMO-LUMO gap, the calculation gives 5.5 eV.

Element x y z (Å)
O 3.04385 -1.16685 -0.47098
O 2.81386 0.55660 -2.19125
N 0.45097 -0.38492 -1.29521
C -0.23351 0.28690 -0.37454
C -1.16844 -0.35065 0.47537
C -2.12799 0.15404 1.28211
C -2.73209 -0.82443 2.24288
C 0.14919 1.70929 -0.26071
H 2.89259 -0.18971 -1.41102
H -0.77522 2.30659 -0.19382
H 3.50704 0.62558 -2.84605
H -3.11017 -1.65620 1.65317
H 3.91988 -1.42755 -0.76388
H -2.40536 1.19906 1.21372
H -1.26438 -1.41438 0.29877
H -2.07818 -1.26663 2.99031
H 0.59651 2.06909 -1.18037
H -3.48103 -0.27678 2.81302
H 0.71007 2.00588 0.62391
H 1.36109 -0.78232 -0.93037
H -0.06869 -1.17261 -1.67507

How positive or negative is each atom? The natural (NBO) charges in e answer that: atom 1 (O): -1.197, atom 2 (O): -1.104, atom 3 (N): -0.723, atom 4 (C): 0.490, atom 5 (C): -0.344, atom 6 (C): 0.042, atom 7 (C): -0.679, atom 8 (C): -0.703, atom 9 (H): 0.483, atom 10 (H): 0.231, atom 11 (H): 0.455, atom 12 (H): 0.242, atom 13 (H): 0.452, atom 14 (H): 0.216, atom 15 (H): 0.219, atom 16 (H): 0.256, atom 17 (H): 0.284, atom 18 (H): 0.229, atom 19 (H): 0.270, atom 20 (H): 0.506, atom 21 (H): 0.375

=====

Relative energies with respect to the most stable structure, expressed in kcal/mol: i 0.0; ii 68.0.

=====

## i
2 unconnected molecules or ions with the total composition C2H6N4. Source: OMol25; level of theory: wB97M-V/def2-TZVPD.

Its LUMO energy is 0.9 eV. The calculation puts the HOMO energy at -0.31126 hartree. Its multiplicity is 1. Its molecular weight is 86.098 g/mol. For the HOMO-LUMO gap, the calculation gives 9.3 eV.

Element x y z (Å)
N 1.12840 1.05192 0.37683
N -0.96417 0.42775 1.41902
N -1.38914 -0.66096 0.75815
N 1.73628 0.46318 -0.35715
C -2.28879 -0.64559 -0.12390
C 2.40840 -0.18950 -1.16037
H -2.22007 -1.46762 -0.85565
H 2.31407 -1.26621 -1.03913
H -1.09495 1.36808 1.02403
H 3.34744 0.25720 -1.43084
H -3.01952 0.13770 -0.25741
H 0.04206 0.52405 1.64642

How positive or negative is each atom? The natural (NBO) charges in e answer that: atom 1 (N): -0.096, atom 2 (N): -0.628, atom 3 (N): -0.227, atom 4 (N): 0.090, atom 5 (C): -0.187, atom 6 (C): -0.462, atom 7 (H): 0.184, atom 8 (H): 0.231, atom 9 (H): 0.337, atom 10 (H): 0.225, atom 11 (H): 0.149, atom 12 (H): 0.382

=====

## ii
A single C2H6N4 molecule. Source: OMol25; level of theory: wB97M-V/def2-TZVPD.

Its LUMO energy is 0.6 eV. The calculation puts the HOMO energy at -0.32395 hartree. Its multiplicity is 1. The SMILES is [H]/N=C(\N)NN=C. Its molecular weight is 86.098 g/mol. For the HOMO-LUMO gap, the calculation gives 9.4 eV.

Element x y z (Å)
N 1.40397 1.66611 -0.08738
N -0.24493 0.04370 -0.32876
N -1.36386 0.76400 0.01712
N 1.92139 -0.74183 0.10839
C -2.47690 0.03743 0.06218
C 1.06513 0.41490 -0.04741
H -0.21932 -1.00326 -0.39886
H -2.69174 -0.96407 -0.06168
H 2.45829 1.73082 0.50185
H -3.49081 0.72285 0.27567
H 2.01808 -1.13256 -0.87577
H 1.62070 -1.53807 0.83464

How positive or negative is each atom? The natural (NBO) charges in e answer that: atom 1 (N): -0.642, atom 2 (N): -0.471, atom 3 (N): -0.170, atom 4 (N): -0.901, atom 5 (C): -0.163, atom 6 (C): 0.527, atom 7 (H): 0.352, atom 8 (H): 0.166, atom 9 (H): 0.344, atom 10 (H): 0.186, atom 11 (H): 0.386, atom 12 (H): 0.387

=====

Relative energies with respect to the most stable structure, expressed in kcal/mol: i 27.8; ii 0.0.

=====

## i
A single C4H5N3O3 molecule. Source: OMol25; level of theory: wB97M-V/def2-TZVPD.

Its LUMO energy is 0.0 eV. The calculation puts the HOMO energy at -0.39494 hartree. Its multiplicity is 1. The SMILES is NC(=O)c1nonc1CO. Its molecular weight is 143.102 g/mol. For the HOMO-LUMO gap, the calculation gives 10.7 eV.

Element x y z (Å)
O -1.41269 1.26961 0.06734
O 1.17186 -2.38111 -0.22568
O 1.15111 1.97750 -0.68495
N 1.98201 -1.30088 -0.02428
N -2.57717 -0.66394 -0.07830
N -0.12942 -1.99050 -0.23072
C 1.21654 -0.27387 0.12828
C -0.13971 -0.71471 -0.04657
C 1.68394 1.15614 0.30944
C -1.42513 0.04735 -0.01213
H -3.45495 -0.18261 -0.14372
H 0.20415 2.07193 -0.50543
H 2.78299 1.17943 0.17440
H -2.54351 -1.69911 -0.05284
H 1.48997 1.50478 1.32517

How positive or negative is each atom? The natural (NBO) charges in e answer that: atom 1 (O): -0.624, atom 2 (O): -0.130, atom 3 (O): -0.712, atom 4 (N): -0.069, atom 5 (N): -0.797, atom 6 (N): -0.065, atom 7 (C): 0.118, atom 8 (C): -0.010, atom 9 (C): -0.094, atom 10 (C): 0.654, atom 11 (H): 0.417, atom 12 (H): 0.498, atom 13 (H): 0.207, atom 14 (H): 0.421, atom 15 (H): 0.187

=====

## ii
A single C4H5N3O3 molecule. Source: OMol25; level of theory: wB97M-V/def2-TZVPD.

Its LUMO energy (alpha / beta) is -0.7 / -0.7 eV. The calculation puts the HOMO energy (alpha / beta) at -0.29811 / -0.29814 hartree. Its multiplicity is 1. Its molecular weight is 143.102 g/mol. For the HOMO-LUMO gap (alpha / beta), the calculation gives 7.4 / 7.4 eV.

Element x y z (Å)
O 1.17157 -1.72160 -0.57110
O -3.19765 -1.17188 0.82957
O 0.73986 0.38502 -0.24098
N -1.36050 -0.52486 -0.33796
N -2.87160 1.08288 0.28955
N -0.54567 0.37846 -0.88753
C -2.49664 -0.30795 0.33585
C -2.28797 2.00137 -0.18506
C 2.84082 -0.23726 0.40541
C 1.50581 -0.66312 -0.19745
H 2.75438 0.78105 0.81465
H 3.80022 -0.28851 -0.32064
H -1.22273 -1.55177 -0.25902
H 3.07659 -1.13213 0.95016
H -1.90648 2.97030 -0.62545

How positive or negative is each atom? The natural (NBO) charges in e answer that: atom 1 (O): -0.616, atom 2 (O): -0.565, atom 3 (O): -0.414, atom 4 (N): -0.454, atom 5 (N): -0.362, atom 6 (N): -0.182, atom 7 (C): 0.701, atom 8 (C): 0.376, atom 9 (C): -0.733, atom 10 (C): 0.781, atom 11 (H): 0.244, atom 12 (H): 0.241, atom 13 (H): 0.439, atom 14 (H): 0.245, atom 15 (H): 0.298

=====

Relative energies with respect to the most stable structure, expressed in kcal/mol: i 0.0; ii 99.1.

=====

## i
A molecular structure, C4H5N3O3. Source: OMol25; level of theory: wB97M-V/def2-TZVPD.

Its LUMO energy (alpha / beta) is -0.7 / -0.7 eV. The calculation puts the HOMO energy (alpha / beta) at -0.31976 / -0.31980 hartree. Its multiplicity is 1. Its molecular weight is 143.102 g/mol. For the HOMO-LUMO gap (alpha / beta), the calculation gives 8.0 / 8.0 eV.

Element x y z (Å)
O 0.51500 -0.66507 -3.11270
O 0.56235 1.62047 -2.84542
O -0.22843 0.04495 1.43855
N 0.52595 2.50344 -1.90152
N 0.02687 2.60646 0.46157
N 0.43523 0.32431 -2.50150
C 0.49209 -1.86642 0.09199
C 0.29594 1.89900 -0.67766
C 0.26746 0.50507 -0.67328
C 0.14375 -0.46215 0.38443
H 1.55675 -2.09920 0.50924
H 0.02512 3.54202 0.59035
H 0.30576 -2.02870 -0.98575
H -0.15892 -2.56057 0.75110
H -0.35776 1.95691 1.25366

How positive or negative is each atom? The natural (NBO) charges in e answer that: atom 1 (O): -0.295, atom 2 (O): -0.098, atom 3 (O): -0.584, atom 4 (N): -0.213, atom 5 (N): -0.800, atom 6 (N): 0.453, atom 7 (C): -0.717, atom 8 (C): 0.297, atom 9 (C): -0.135, atom 10 (C): 0.492, atom 11 (H): 0.262, atom 12 (H): 0.400, atom 13 (H): 0.245, atom 14 (H): 0.249, atom 15 (H): 0.444

=====

## ii
2 unconnected molecules or ions with the total composition C4H5N3O3. Source: OMol25; level of theory: wB97M-V/def2-TZVPD.

Its LUMO energy (alpha / beta) is -2.7 / -3.1 eV. The calculation puts the HOMO energy (alpha / beta) at -0.35620 / -0.34965 hartree. Its multiplicity is 1. Its molecular weight is 143.102 g/mol. For the HOMO-LUMO gap (alpha / beta), the calculation gives 7.0 / 6.4 eV.

Element x y z (Å)
O 3.26067 0.02440 1.27081
O 4.71613 -0.11561 -0.36038
O 2.61764 -0.51540 -0.71608
N -1.37267 -0.52246 0.28601
N 3.60389 -0.19756 0.14712
N 0.67107 -0.60133 -0.04400
C 0.47493 -1.80850 0.43855
C -0.91150 -1.82043 0.67904
C -0.40227 0.19882 -0.20858
C -0.48095 1.47607 -0.89144
H -1.41921 1.48629 -1.50783
H 1.37904 -2.36368 0.59764
H 0.35284 1.48568 -1.47689
H -0.51494 2.33842 -0.30095
H -1.55816 -2.57322 1.00424

How positive or negative is each atom? The natural (NBO) charges in e answer that: atom 1 (O): -0.361, atom 2 (O): -0.352, atom 3 (O): -0.231, atom 4 (N): -0.343, atom 5 (N): 0.696, atom 6 (N): -0.100, atom 7 (C): -0.107, atom 8 (C): -0.063, atom 9 (C): 0.321, atom 10 (C): -0.647, atom 11 (H): 0.246, atom 12 (H): 0.245, atom 13 (H): 0.234, atom 14 (H): 0.243, atom 15 (H): 0.219

=====

## iii
A single C4H5N3O3 molecule. Source: OMol25; level of theory: wB97M-V/def2-TZVPD.

Its LUMO energy is 0.5 eV. The calculation puts the HOMO energy at -0.32797 hartree. Its multiplicity is 1. The SMILES is NN(c1ccoc1)[N+](=O)[O-]. Its molecular weight is 143.102 g/mol. For the HOMO-LUMO gap, the calculation gives 9.5 eV.

Element x y z (Å)
O -0.18851 -2.60353 1.90018
O 0.96044 -0.74102 2.32067
O 1.21742 2.32576 -0.40784
N -1.33991 -1.63275 -0.20130
N -0.66453 -0.86846 0.71724
N 0.17186 -1.45176 1.74122
C 0.10644 0.45219 -0.00908
C -0.01243 0.75995 -1.35783
C 0.72703 1.92886 -1.60649
C 0.85107 1.45692 0.54669
H 0.95870 1.92938 1.45010
H -0.53990 0.05775 -2.04588
H -2.23028 -1.74676 0.13800
H -0.89454 -2.40046 -0.68478
H 0.87713 2.53394 -2.50089

How positive or negative is each atom? The natural (NBO) charges in e answer that: atom 1 (O): -0.394, atom 2 (O): -0.360, atom 3 (O): -0.384, atom 4 (N): -0.634, atom 5 (N): -0.134, atom 6 (N): 0.627, atom 7 (C): 0.043, atom 8 (C): -0.349, atom 9 (C): 0.083, atom 10 (C): 0.073, atom 11 (H): 0.213, atom 12 (H): 0.247, atom 13 (H): 0.376, atom 14 (H): 0.376, atom 15 (H): 0.217

=====

Relative energies with respect to the most stable structure, expressed in kcal/mol: i 15.3; ii 50.2; iii 0.0.